A structure of composition C28H53AlBrCl2F4KN3O11PS. Source: OMol25; level of theory: wB97M-V/def2-TZVPD.

Last column: Löwdin charge in e.
Cartesian coordinates (Å):
C: 3.81861 -4.06680 1.89421  -0.165
C: 4.18214 -2.45351 1.66819  -0.242
C: 5.21490 -2.42344 0.35275  -0.226
C: 5.27344 -0.96603 -0.39335  -0.263
C: 4.06580 -0.67235 -1.45894  -0.202
C: 3.10906 -1.95493 -1.80926  -0.223
C: 2.03664 -1.70261 -3.03408  -0.205
C: 1.19872 -0.29752 -2.93385  -0.177
C: -0.29572 -0.60475 -2.29334  -0.080
C: -0.36899 -0.86294 -0.65610  -0.070
F: 0.88726 -0.75787 0.12143  -0.254
C: -1.74544 -1.22992 0.17366  -0.132
C: -1.60212 -1.49931 1.79415  -0.321
C: -0.61198 -2.80045 2.04953  -0.198
C: -1.45566 -4.23828 2.16260  -0.168
C: -0.78859 -5.39599 1.17713  -0.237
C: -1.71786 -5.78473 -0.11772  -0.297
N: -1.40206 -5.01924 -1.38362  -0.033
C: -3.18478 -1.30581 -0.66496  -0.043
C: -4.61081 -1.62720 0.10830  -0.232
F: -4.80252 -0.83836 1.35174  -0.050
F: -5.80620 -1.37954 -0.75822  -0.013
F: -4.65873 -3.07765 0.46361  -0.037
C: -3.06790 -1.00912 -2.30364  -0.152
N: -4.23447 -0.97987 -3.30831  -0.368
S: -3.59411 -0.64450 -4.91494  0.726
N: -1.84026 -0.42383 -4.70132  -0.300
C: -1.69684 -0.66972 -3.19144  -0.189
H: 2.94306 -4.32569 1.16251  0.047
H: 4.79605 -4.69496 1.62629  0.081
H: 3.58187 -4.32363 3.01937  0.069
H: 3.23478 -1.78277 1.52122  0.031
H: 4.76936 -2.14176 2.65957  0.119
H: 6.29608 -2.59377 0.82989  0.113
H: 5.05140 -3.34275 -0.36929  0.102
H: 6.32823 -0.79091 -0.87252  0.029
H: 5.16186 -0.14650 0.46770  0.075
H: 3.41784 0.23117 -1.04038  0.095
H: 4.57705 -0.26679 -2.45862  0.134
H: 2.61072 -2.39813 -0.82359  0.096
H: 3.83625 -2.82047 -2.19311  0.112
H: 1.22934 -2.57725 -2.94851  0.111
H: 2.51310 -1.84069 -4.11612  0.117
H: 0.99169 0.05268 -4.05606  0.120
H: 1.76823 0.58696 -2.42152  0.106
H: -1.03985 -0.54606 2.23124  -0.093
H: -2.61149 -1.72671 2.34125  0.107
H: 0.17566 -2.97223 1.19410  0.094
H: 0.01715 -2.59366 3.04277  0.114
H: -1.25995 -4.61315 3.27095  0.108
H: -2.59886 -4.06042 1.95070  0.107
H: -0.68724 -6.38448 1.83669  0.077
H: 0.29784 -5.12555 0.82795  0.071
H: -2.84656 -5.64812 0.17309  0.112
H: -1.50681 -6.92803 -0.35398  0.075
H: -1.09935 -4.03848 -1.19526  0.058
H: -0.73922 -5.52521 -2.01226  0.040
K: -2.40620 0.91953 2.43728  0.849
C: -8.55724 -3.80790 -1.01929  -0.173
O: -8.55392 -2.39480 -1.10582  -0.134
H: -9.57777 -4.14999 -0.83185  0.072
H: -8.20022 -4.23239 -1.96088  0.076
H: -7.91209 -4.12512 -0.19638  0.071
H: -7.63597 -2.12090 -1.27242  0.050
C: -0.55406 5.58989 5.03452  -0.114
O: -1.45967 5.56862 3.93813  -0.217
C: -2.42818 6.61994 4.01508  -0.188
C: -2.07918 7.76631 3.06118  -0.362
O: -0.88878 8.44264 3.47739  -0.498
C: 0.24385 8.06360 2.70303  -0.088
H: 0.26986 4.90697 4.81175  0.080
H: -0.14074 6.58893 5.20041  0.091
H: -1.06165 5.24388 5.93959  0.084
H: -2.53217 6.98179 5.04543  0.110
H: -3.38808 6.19085 3.71198  0.118
H: -2.88771 8.50290 3.08586  -0.045
H: -1.98541 7.40626 2.02940  0.127
H: 0.17327 8.50647 1.70451  0.093
H: 0.33372 6.97741 2.61976  0.086
H: 1.14062 8.44886 3.19582  0.092
C: 8.32926 1.63062 -0.12284  -0.992
Cl: 6.60370 1.99052 0.01049  0.597
Cl: 8.61332 -0.11348 -0.17270  0.517
H: 8.71667 2.08055 -1.04016  0.030
H: 8.84820 2.05095 0.74204  0.027
Br: -2.27777 10.13960 4.13631  0.336
O: 0.82812 -7.92777 0.07718  -0.007
H: 1.46383 -7.88688 0.83628  0.067
H: 0.66580 -8.86246 -0.20936  0.074
H: 1.13117 -7.36450 -0.67981  0.067
O: -3.42193 8.64107 7.13393  -0.425
H: -3.53361 9.36479 6.54489  -0.217
Al: 1.32223 0.28989 1.65462  0.943
O: 3.55240 3.72612 -1.18037  -0.217
P: 3.42225 4.48359 0.15129  -0.122
O: 4.54066 5.53345 0.25517  -0.208
O: 3.54104 3.49028 1.31907  -0.309
O: 2.05481 5.18374 0.21183  -0.199
O: -2.03763 3.97507 -6.32532  -0.075
C: -1.75346 2.67810 -6.51083  -0.331
C: -2.20353 2.24156 -7.98392  -0.338
O: -1.93930 0.93912 -8.16159  -0.096
H: -2.23332 1.95683 -5.82584  0.078
H: -0.69335 2.38086 -6.42520  0.120
H: -1.70451 2.95108 -8.66763  0.113
H: -3.25705 2.55712 -8.08033  0.113

Its largest force on an atom is 7.26 eV Å⁻¹. The net charge is -2. The highest occupied orbital energy comes out at -1.13 eV. The spin multiplicity is 1.



An isolated molecule of C3H5NO4. Source: OMol25; level of theory: wB97M-V/def2-TZVPD.

Last column: Löwdin charge in e.
Cartesian coordinates (Å):
C: 1.04614 1.58919 -0.39426  -0.129
C: 0.40364 0.22620 -0.58583  -0.368
C: -1.80874 -1.49379 1.30191  -0.321
H: 2.76795 0.49668 -0.80919  0.138
H: 0.80171 2.45151 -1.26480  0.198
H: 0.97247 2.01114 0.53963  0.086
H: -1.09440 -1.82805 -0.58344  0.175
H: -2.38364 -0.51202 1.71685  0.187
N: -1.39783 -1.15553 0.12763  0.028
O: 2.49145 1.42265 -0.43064  -0.113
O: 0.92873 -0.62706 -1.26271  0.128
O: -0.89889 0.13805 -0.03118  0.012
O: -1.82860 -2.71896 1.67603  -0.020

Its SMILES is O=CNOC(=O)CO. Its largest force on an atom is 5.65 eV Å⁻¹. The highest occupied orbital energy comes out at -10.36 eV. The spin multiplicity is 1.



A cluster of 4 separate species, C14H22FNO13S in total. Source: OMol25; level of theory: wB97M-V/def2-TZVPD.

Last column: Löwdin charge in e.
Cartesian coordinates (Å):
N: -0.50954 -0.70070 3.03852  0.007
C: -1.61602 -0.79600 2.09862  -0.249
C: -1.44970 -2.04038 1.18854  -0.173
C: -1.14481 -1.70885 -0.27944  -0.135
C: 0.05863 -2.48141 -0.77372  -0.353
O: 0.46822 -2.09298 -2.06599  0.001
C: 1.71552 -1.54164 -2.05884  -0.267
O: 1.93864 -0.45768 -2.55663  0.091
S: -0.19996 -4.28725 -0.69718  0.677
O: -1.55648 -4.59796 -0.44375  -0.221
O: 0.43450 -4.93288 -1.78421  -0.227
F: 0.59647 -4.61730 0.61179  -0.138
H: 0.20552 -0.10989 2.64967  0.059
H: -0.12282 -1.60984 3.20837  0.026
H: -2.55542 -0.91728 2.61757  0.098
H: -1.62822 0.07621 1.46054  0.101
H: -2.31939 -2.67977 1.21038  0.105
H: -0.64269 -2.65152 1.57141  0.079
H: -0.84917 -0.66843 -0.35245  0.116
H: -2.00078 -1.84311 -0.92436  0.130
H: 0.86306 -2.26991 -0.07271  0.130
H: 2.50973 -2.13647 -1.59659  0.162
C: 4.08222 -4.93094 2.23141  -0.107
C: 3.04229 -5.57951 3.11968  -0.107
O: 2.30625 -4.44743 3.60031  0.075
C: 2.46278 -3.44017 2.71982  -0.580
O: 1.84297 -2.42610 2.73651  0.146
O: 3.41186 -3.73783 1.80397  0.053
H: 4.35801 -5.54267 1.37708  0.134
H: 4.98437 -4.65020 2.77687  0.135
H: 2.36367 -6.22936 2.56535  0.132
H: 3.47240 -6.13610 3.94737  0.134
C: 1.54860 3.35615 -2.01446  -0.097
C: 0.49815 2.27562 -1.89747  -0.103
O: -0.12892 2.59802 -0.64313  0.059
C: 0.07687 3.90917 -0.39589  -0.600
O: -0.45370 4.52172 0.47400  0.147
O: 0.95948 4.43400 -1.27080  0.066
H: 1.74026 3.65792 -3.03987  0.136
H: 2.49151 3.07874 -1.54070  0.136
H: -0.25044 2.33442 -2.68950  0.141
H: 0.91371 1.27359 -1.87357  0.092
C: -3.59694 6.11816 -0.90530  -0.106
C: -2.23787 6.00230 -1.55557  -0.107
O: -2.57566 5.66739 -2.91033  0.059
C: -3.83466 6.10673 -3.15316  -0.577
O: -4.34541 6.13129 -4.22134  0.165
O: -4.42916 6.51231 -2.00438  0.058
H: -3.62998 6.86032 -0.11294  0.133
H: -3.95617 5.16431 -0.51493  0.135
H: -1.69081 6.94692 -1.55191  0.143
H: -1.62103 5.23626 -1.10667  0.086

Its SMILES is NCCC[C@H](OC=O)S(=O)(=O)F.O=C1OCCO1.O=C1OCCO1.O=C1OCCO1. Its largest force on an atom is 2.23 eV Å⁻¹. The highest occupied orbital energy comes out at -9.01 eV. The spin multiplicity is 1.



Which of these has the lowest highest occupied orbital energy?
C3H5NO4



What is the highest occupied orbital energy in the first record?
-1.13 eV



What did the second record say?
An isolated molecule of C3H5NO4. Source: OMol25; level of theory: wB97M-V/def2-TZVPD.

Last column: Löwdin charge in e.
Cartesian coordinates (Å):
C: 1.04614 1.58919 -0.39426  -0.129
C: 0.40364 0.22620 -0.58583  -0.368
C: -1.80874 -1.49379 1.30191  -0.321
H: 2.76795 0.49668 -0.80919  0.138
H: 0.80171 2.45151 -1.26480  0.198
H: 0.97247 2.01114 0.53963  0.086
H: -1.09440 -1.82805 -0.58344  0.175
H: -2.38364 -0.51202 1.71685  0.187
N: -1.39783 -1.15553 0.12763  0.028
O: 2.49145 1.42265 -0.43064  -0.113
O: 0.92873 -0.62706 -1.26271  0.128
O: -0.89889 0.13805 -0.03118  0.012
O: -1.82860 -2.71896 1.67603  -0.020

Its SMILES is O=CNOC(=O)CO. Its largest force on an atom is 5.65 eV Å⁻¹. The highest occupied orbital energy comes out at -10.36 eV. The spin multiplicity is 1.



Look up the highest occupied orbital energy of the first one.
-1.13 eV